(1)
The following is a quantum chemistry calculation of a structure of composition C6H14NO2PS, from OMol25.

Each line ends with the natural charge from an NBO analysis.
Positions of all 25 atoms, in Å:
C  -0.870  -0.911  -0.032  -0.488
C  -1.560  -0.017  0.657  -0.347
C  1.609  1.344  -3.337  -0.651
C  1.453  -1.922  1.957  -0.400
C  -3.650  1.151  2.126  -0.691
C  0.939  0.678  -2.217  -0.079
N  2.011  -1.374  0.773  -0.992
O  1.448  1.168  0.789  -1.077
O  1.866  -0.137  -1.456  -0.817
P  1.311  -0.089  0.067  2.231
S  -3.294  -0.383  1.158  0.149
H  -1.146  -1.842  -0.557  0.223
H  -1.190  0.832  1.086  0.215
H  1.085  2.238  -3.638  0.229
H  2.654  1.535  -2.911  0.237
H  1.685  0.726  -4.244  0.221
H  0.680  -2.584  1.760  0.186
H  2.298  -2.467  2.444  0.201
H  1.102  -1.058  2.530  0.215
H  -3.810  1.837  1.324  0.219
H  -2.964  1.430  2.835  0.213
H  -4.493  0.846  2.600  0.217
H  0.141  -0.133  -2.439  0.191
H  0.504  1.271  -1.367  0.195
H  2.192  -2.140  0.091  0.401

As for the net charge: 0.

---

(2)
The following is a quantum chemistry calculation of the molecule C16H18N4O4S, from OMol25.

Each line ends with the natural charge from an NBO analysis.
Positions of all 43 atoms, in Å:
C  -8.706  -1.962  0.777  -0.600
C  -8.070  -0.578  0.809  -0.391
C  -6.578  -0.641  0.497  -0.380
H  -6.431  -1.084  -0.491  0.196
H  -6.079  -1.281  1.229  0.206
C  -5.935  0.750  0.527  -0.453
C  -4.488  0.683  0.230  0.086
N  -3.551  1.005  1.038  -0.246
N  -2.321  0.847  0.571  -0.327
C  -2.279  0.392  -0.634  0.241
N  -1.166  0.127  -1.371  -0.630
C  0.170  0.332  -1.069  0.708
O  1.002  -0.029  -1.864  -0.571
C  0.452  1.010  0.245  -0.616
C  1.910  1.455  0.333  0.703
O  2.223  2.620  0.393  -0.592
N  2.760  0.394  0.346  -0.637
C  4.142  0.382  0.322  0.304
C  4.896  1.556  0.352  -0.283
C  6.274  1.508  0.322  -0.150
C  6.940  0.290  0.261  -0.255
C  6.213  -0.879  0.230  -0.132
C  4.815  -0.859  0.261  -0.259
C  4.084  -2.132  0.230  0.791
O  2.878  -2.265  0.342  -0.631
O  4.868  -3.206  0.069  -0.677
H  4.319  -4.005  0.053  0.503
H  6.715  -1.832  0.183  0.231
H  8.018  0.259  0.238  0.216
H  6.837  2.429  0.347  0.217
H  4.382  2.502  0.396  0.262
H  2.354  -0.540  0.271  0.444
H  0.212  0.318  1.055  0.267
H  -0.196  1.881  0.358  0.280
H  -1.320  -0.298  -2.279  0.422
S  -3.880  0.101  -1.325  0.284
H  -6.427  1.390  -0.211  0.220
H  -6.053  1.200  1.514  0.241
H  -8.565  0.067  0.079  0.195
H  -8.214  -0.134  1.796  0.198
H  -9.769  -1.899  1.000  0.211
H  -8.589  -2.414  -0.206  0.201
H  -8.240  -2.614  1.512  0.203

As for the net charge: 0. The SMILES is CCCCc1nnc(NC(=O)CC(=O)Nc2ccccc2C(=O)O)s1.

---

(3)
The following is a quantum chemistry calculation of the molecule C8H16N2, from OMol25.

Each line ends with the natural charge from an NBO analysis.
Positions of all 26 atoms, in Å:
C  -0.512  0.437  -0.555  -0.039
C  0.136  -1.853  -0.172  -0.407
C  -0.418  1.888  -0.134  -0.637
C  -2.497  -0.050  1.434  -0.723
C  2.839  -0.046  0.817  -0.676
N  0.299  -0.442  0.129  -0.470
C  -2.159  -0.143  -0.023  0.356
C  1.903  0.051  -0.344  0.217
C  2.270  0.369  -1.574  -0.478
N  -2.886  -0.524  -0.963  -0.669
H  -0.577  0.306  -1.643  0.177
H  -3.863  -0.732  -0.723  0.331
H  1.025  -2.378  0.173  0.202
H  -0.006  -2.046  -1.243  0.180
H  -0.735  -2.234  0.361  0.200
H  -0.286  1.958  0.944  0.213
H  0.423  2.370  -0.628  0.221
H  -1.338  2.404  -0.407  0.220
H  -1.684  -0.449  2.038  0.239
H  -2.650  0.994  1.709  0.233
H  -3.423  -0.585  1.666  0.217
H  3.062  -1.085  1.065  0.221
H  2.399  0.419  1.700  0.229
H  3.785  0.462  0.612  0.218
H  1.578  0.407  -2.403  0.209
H  3.314  0.501  -1.837  0.215

As for the net charge: 0. The SMILES is [H]/N=C(\C)[C@@H](C)N(C)C(=C)C.

---

(4)
The following is a quantum chemistry calculation of the molecule C3H4N2O, from OMol25.

Each line ends with the natural charge from an NBO analysis.
Positions of all 10 atoms, in Å:
C  -0.238  0.052  0.086  0.032
C  0.645  1.062  0.092  -0.146
C  0.595  -1.107  -0.019  0.020
H  -2.105  0.974  0.051  0.377
H  -2.051  -0.865  -0.012  0.387
H  0.727  2.140  -0.034  0.231
H  0.228  -2.110  0.268  0.203
N  -1.547  -0.057  -0.203  -0.784
N  1.900  0.600  -0.148  -0.098
O  1.847  -0.689  -0.081  -0.222

As for the net charge: 0. The SMILES is Nc1cnoc1.

---

The evaluated ΔE to the lowest compared entry with this formula, charge and spin for the records listed, in turn: 3.225; 0.202; 3.102; 3.872 eV.